# 1
DFT (ωB97M-V with the def2-TZVPD basis set) results for a molecular structure, C34H49N10O4PrS2.

Geometry as ORCA input:
```
! RIJCOSX wB97M-V def2-TZVPD def2/J DEFGRID3
* xyz 0 3
Pr -0.235 0.763 -0.316
S 1.119 -1.145 -4.914
C 0.806 0.547 -5.184
C 0.314 1.203 -4.057
C 0.116 0.336 -2.958
C 0.460 -0.952 -3.248
C 0.263 -2.109 -2.424
C 0.506 -3.428 -2.880
C 0.248 -4.493 -2.057
C -0.243 -4.259 -0.751
C -0.479 -2.967 -0.366
N -0.258 -1.871 -1.179
H 1.132 1.003 -6.126
H 0.029 2.244 -4.140
H 0.869 -3.556 -3.873
H 0.566 -5.511 -2.297
H -0.365 -5.048 -0.012
H -0.810 -2.782 0.669
N 2.005 2.086 -1.346
N 3.128 1.457 -0.738
C 3.044 0.378 0.149
O 4.066 -0.003 0.713
O 1.837 -0.167 0.262
H 2.115 2.118 -2.371
H 1.856 2.993 -0.943
H 4.004 2.007 -0.647
N -2.700 0.243 -1.454
C -3.966 0.706 -0.925
C -4.391 -0.122 0.278
C -3.515 0.177 1.492
N -2.180 -0.368 1.288
H -2.561 0.515 -2.415
H -2.622 -0.785 -1.509
H -4.845 0.736 -1.590
H -3.850 1.736 -0.533
H -4.517 -1.190 0.012
H -5.408 0.193 0.553
H -3.975 -0.289 2.383
H -3.412 1.256 1.657
H -2.268 -1.347 1.058
H -1.588 -0.234 2.113
O 1.023 2.745 0.848
C 0.404 2.429 1.939
O -0.744 1.840 1.967
H 0.983 2.726 2.866
C -2.925 5.075 0.192
C -1.987 4.036 0.177
N -1.731 3.316 -0.947
C -2.346 3.699 -2.088
C -3.369 4.645 -2.132
C -3.628 5.382 -0.935
C -4.086 5.098 -3.306
C -4.162 4.631 -4.573
C -3.922 3.304 -5.176
C -3.707 3.276 -6.576
C -3.532 2.053 -7.183
N -3.624 0.925 -6.480
C -3.866 1.029 -5.202
N -3.929 2.143 -4.487
H -3.049 5.705 1.062
H -1.339 3.844 1.021
H -2.019 3.181 -2.981
H -4.362 6.212 -0.999
H -4.655 6.012 -3.069
H -4.487 5.334 -5.354
H -3.658 4.173 -7.156
H -3.425 1.930 -8.284
H -3.975 0.101 -4.646
C 3.952 -6.888 2.640
C 4.335 -5.420 2.737
C 3.253 -4.474 2.205
C 3.771 -3.021 2.226
N 2.671 -2.039 2.205
C 1.954 -1.640 3.274
S 0.572 -0.671 3.117
N 2.400 -1.967 4.520
C 1.911 -1.377 5.781
C 2.635 -0.088 6.188
C 2.773 1.051 5.121
C 3.999 0.911 4.225
H 4.827 -7.501 2.905
H 3.659 -7.224 1.630
H 3.171 -7.200 3.334
H 5.269 -5.362 2.139
H 4.634 -5.196 3.794
H 2.342 -4.552 2.765
H 3.137 -4.799 1.135
H 4.348 -2.811 1.312
H 4.445 -2.897 3.130
H 2.393 -1.573 1.325
H 3.201 -2.560 4.564
H 1.983 -2.071 6.636
H 0.865 -1.124 5.595
H 3.632 -0.355 6.568
H 2.073 0.287 7.042
H 2.720 2.005 5.644
H 1.863 1.009 4.443
H 4.770 0.329 4.715
H 4.415 1.884 3.958
H 3.846 0.423 3.257
*
```

Calculated values
- LUMO level (spin up / spin down) (eV) = -0.9 / -0.9
- HOMO (spin up / spin down) (eV) = -7.42 / -7.42
- ⟨S²⟩ = 2.002
- energy above the lowest of the compared OMol25 structures with the same formula, charge and spin (kJ/mol) = 0.0
- frontier orbital gap (spin up / spin down) (Ha) = 0.2409 / 0.2410



# 2
DFT (ωB97M-V with the def2-TZVPD basis set) results for a molecular structure, C34H49N3O5RuS2Si.

Geometry as ORCA input:
```
! RIJCOSX wB97M-V def2-TZVPD def2/J DEFGRID3
* xyz 2 5
Ru 0.195 -0.147 -0.209
C 2.550 3.106 1.245
C 1.997 1.909 0.566
N 0.795 1.477 0.769
N -0.075 2.100 1.626
C -1.208 1.438 1.630
O -1.387 0.336 0.905
C -2.322 1.912 2.456
C -2.196 3.080 3.210
C -3.262 3.518 3.977
C -4.448 2.795 3.998
C -4.576 1.630 3.251
C -3.513 1.184 2.480
C 2.751 1.130 -0.435
C 4.060 1.375 -0.767
C 4.673 0.586 -1.733
C 3.957 -0.425 -2.348
C 2.648 -0.635 -1.966
N 2.064 0.128 -1.031
H 1.817 3.516 1.929
H 2.823 3.866 0.507
H 3.454 2.843 1.802
H -1.264 3.629 3.191
H -3.169 4.425 4.562
H -5.279 3.141 4.601
H -5.503 1.070 3.269
H -3.593 0.271 1.902
H 4.598 2.175 -0.271
H 5.708 0.763 -2.005
H 4.404 -1.052 -3.108
H 2.036 -1.408 -2.404
C -0.594 -6.922 2.396
C -0.820 -5.626 3.154
C -0.134 -5.661 4.513
C -2.293 -5.312 3.290
O -0.253 -4.539 2.329
Si 1.158 -3.797 2.294
S 0.624 -2.147 0.806
O 1.518 -3.001 3.631
C 2.727 -2.418 4.217
C 2.272 -1.747 5.496
C 3.727 -3.526 4.505
C 3.293 -1.402 3.234
O 2.436 -4.493 1.636
C 2.863 -5.130 0.391
C 1.661 -5.479 -0.476
C 3.779 -4.138 -0.300
C 3.615 -6.382 0.794
H -1.013 -7.762 2.956
H 0.478 -7.104 2.258
H -1.076 -6.883 1.416
H -0.600 -6.425 5.137
H -0.219 -4.696 5.018
H 0.932 -5.909 4.411
H -2.785 -6.089 3.880
H -2.767 -5.269 2.305
H -2.433 -4.351 3.792
H 1.823 -2.484 6.165
H 1.528 -0.976 5.280
H 3.122 -1.287 6.005
H 3.299 -4.246 5.210
H 4.633 -3.106 4.950
H 3.998 -4.055 3.587
H 2.525 -0.664 2.975
H 3.630 -1.903 2.315
H 4.145 -0.881 3.678
H 1.121 -4.582 -0.793
H 0.966 -6.125 0.070
H 1.997 -6.012 -1.369
H 3.224 -3.222 -0.538
H 4.172 -4.567 -1.228
H 4.620 -3.879 0.349
H 2.936 -7.102 1.255
H 4.401 -6.137 1.511
H 4.072 -6.847 -0.082
C -1.914 5.423 -1.027
C -2.005 3.940 -1.289
C -0.923 3.229 -1.802
C -1.021 1.871 -2.073
C -2.218 1.218 -1.811
C -3.307 1.895 -1.289
C -3.196 3.254 -1.046
S -2.342 -0.530 -2.088
C -2.421 -0.555 -3.860
O -0.924 -1.102 -1.766
H -0.949 5.828 -1.328
H -2.064 5.639 0.034
H -2.694 5.956 -1.574
H 0.004 3.751 -2.024
H -0.205 1.354 -2.562
H -4.233 1.369 -1.067
H -4.055 3.797 -0.663
H -1.527 -0.072 -4.261
H -3.324 -0.007 -4.143
H -2.491 -1.594 -4.185
*
```

Calculated values
- LUMO level (spin up / spin down) (eV) = -6.4 / -7.6
- HOMO (spin up / spin down) (eV) = -13.66 / -13.65
- ⟨S²⟩ = 6.034
- energy above the lowest of the compared OMol25 structures with the same formula, charge and spin (kJ/mol) = 45.4
- frontier orbital gap (spin up / spin down) (Ha) = 0.2671 / 0.2235



# 3
DFT (ωB97M-V with the def2-TZVPD basis set) results for 5 unconnected molecules or ions with the total composition C34H49O4PSi.

Geometry as ORCA input:
```
! RIJCOSX wB97M-V def2-TZVPD def2/J DEFGRID3
* xyz 0 1
C 3.978 -2.002 0.642
O 3.866 -0.596 0.549
C 2.596 -0.122 0.138
C 2.485 1.348 0.525
C 2.080 2.318 -0.599
Si 0.303 2.208 -1.232
C -0.791 2.117 0.307
O -2.164 2.394 0.019
C -3.052 1.408 0.393
O -3.010 0.379 -0.576
C -3.978 -0.633 -0.398
C -3.795 -1.474 0.859
O -4.433 -0.959 2.020
P -0.323 0.620 -2.686
C -0.272 -0.972 -1.751
C 1.181 0.501 -3.742
H 3.005 -2.464 0.844
H 4.385 -2.436 -0.277
H 4.654 -2.240 1.464
H 2.463 -0.251 -0.947
H 1.824 -0.733 0.621
H 3.462 1.634 0.919
H 1.785 1.442 1.360
H 2.212 3.346 -0.246
H 2.769 2.208 -1.445
H 0.000 3.478 -1.938
H -0.436 2.871 1.024
H -0.707 1.147 0.812
H -4.056 1.853 0.436
H -2.785 0.997 1.380
H -4.992 -0.193 -0.388
H -3.905 -1.261 -1.285
H -2.722 -1.545 1.061
H -4.173 -2.484 0.672
H -5.000 -0.219 1.762
H -0.982 -1.659 -2.213
H -0.603 -0.805 -0.724
H 0.708 -1.444 -1.729
H 2.095 0.213 -3.220
H 1.341 1.478 -4.205
H 0.990 -0.221 -4.537
C 2.811 -2.660 -3.405
C 3.149 -2.525 -4.745
C 2.969 -3.592 -5.615
C 2.453 -4.791 -5.144
C 2.115 -4.925 -3.804
C 2.293 -3.858 -2.934
H 2.950 -1.828 -2.726
H 3.552 -1.589 -5.110
H 3.232 -3.488 -6.660
H 2.312 -5.623 -5.822
H 1.713 -5.861 -3.438
H 2.029 -3.961 -1.889
C 6.732 -3.733 -2.606
C 7.769 -4.618 -2.340
C 8.791 -4.251 -1.475
C 8.776 -3.000 -0.874
C 7.741 -2.115 -1.138
C 6.722 -2.480 -2.007
H 5.932 -4.021 -3.274
H 7.778 -5.595 -2.806
H 9.598 -4.942 -1.268
H 9.572 -2.716 -0.197
H 7.725 -1.140 -0.666
H 5.913 -1.788 -2.210
C -9.186 -0.285 5.316
C -8.167 -0.966 4.665
C -7.579 -0.420 3.532
C -8.015 0.808 3.053
C -9.033 1.491 3.704
C -9.619 0.943 4.836
H -9.643 -0.712 6.200
H -7.827 -1.922 5.041
H -6.786 -0.957 3.027
H -7.563 1.239 2.167
H -9.371 2.448 3.328
H -10.414 1.474 5.345
C -2.765 5.611 3.178
C -1.853 5.103 2.262
C -0.540 5.555 2.275
C -0.138 6.506 3.202
C -1.051 7.009 4.119
C -2.365 6.562 4.106
H -3.790 5.263 3.168
H -2.170 4.367 1.533
H 0.174 5.171 1.556
H 0.886 6.857 3.210
H -0.739 7.752 4.842
H -3.077 6.956 4.820
*
```

Calculated values
- LUMO level (eV) = 0.6
- HOMO (eV) = -8.13
- frontier orbital gap (Ha) = 0.3203
- SMILES string = COCCC[Si@H](COCOCCO)P(C)C.c1ccccc1.c1ccccc1.c1ccccc1.c1ccccc1